{
  "formula": "C19H19IrN3O5S",
  "method": "ωB97M-V/def2-TZVPD",
  "orbital_gap_ev": [8.04, 6.40],
  "e_homo_ev": [-8.9, -9.0],
  "total_energy_ev": -48392.9599,
  "spin_multiplicity": 2,
  "de_lowest_kcal_mol": 13.3,
  "s_squared": 0.759,
  "species": ["Ir", "O", "C", "C", "N", "C", "C", "O", "O", "C", "C", "O", "O", "H", "H", "H", "H", "H", "H", "H", "H", "H", "N", "C", "C", "C", "C", "C", "C", "C", "C", "C", "C", "C", "C", "H", "H", "H", "H", "H", "H", "H", "H", "H", "H", "S", "C", "N"],
  "coordinates": [[-0.2908, -0.2320, 0.1891], [2.2160, -1.2483, 1.7896], [1.7783, -2.4583, 2.3791], [0.4422, -2.3213, 3.0805], [-0.6948, -1.7974, 2.2988], [-1.5562, -2.8082, 1.7293], [-2.5377, -2.1302, 0.7810], [-3.6660, -2.5389, 0.7009], [-2.0795, -1.1000, 0.0972], [-1.4668, -0.8045, 3.0439], [-0.7712, 0.5273, 3.0622], [-0.8319, 1.2501, 4.0236], [-0.1153, 0.8092, 1.9533], [2.0854, -0.5308, 2.4236], [2.5151, -2.7924, 3.1142], [1.7291, -3.1895, 1.5720], [0.5894, -1.6509, 3.9328], [0.1757, -3.3080, 3.4771], [-2.1600, -3.3411, 2.4701], [-0.9617, -3.5312, 1.1654], [-1.6534, -1.1221, 4.0726], [-2.4221, -0.6249, 2.5477], [1.7111, 0.5883, -0.3678], [1.8655, 0.8414, -1.7674], [2.8603, 0.1960, -2.4824], [3.0372, 0.4784, -3.8270], [2.2092, 1.4006, -4.4518], [1.1824, 1.9976, -3.7376], [0.9951, 1.7122, -2.3883], [-0.1518, 2.2396, -1.6340], [-0.6053, 3.5379, -1.8628], [-1.7719, 4.0069, -1.2780], [-2.5144, 3.1745, -0.4546], [-2.0497, 1.8981, -0.1736], [-0.8599, 1.4419, -0.7357], [2.4112, -0.0370, 0.0150], [1.6068, 1.4209, 0.2082], [3.5021, -0.5182, -1.9792], [3.8178, -0.0218, -4.3838], [2.3505, 1.6418, -5.4966], [0.4871, 2.6610, -4.2353], [-0.0132, 4.1903, -2.4928], [-2.1020, 5.0186, -1.4726], [-3.4503, 3.5105, -0.0286], [-2.6266, 1.2546, 0.4777], [0.4806, -2.0280, -1.0660], [-0.9064, -2.5975, -1.8575], [-1.7894, -3.0652, -2.4310]],
  "lowdin_spin": [0.667, -0.001, 0.000, 0.000, 0.004, 0.000, 0.001, 0.009, 0.023, 0.001, 0.005, 0.010, 0.079, 0.000, 0.000, 0.000, 0.000, 0.000, 0.000, 0.000, 0.000, 0.000, -0.005, 0.004, 0.000, 0.002, 0.000, 0.002, 0.002, 0.024, -0.003, 0.035, -0.005, 0.033, -0.006, 0.000, 0.000, 0.000, 0.000, 0.000, 0.000, -0.001, 0.002, -0.001, 0.001, 0.079, 0.016, 0.019]
}

{
  "formula": "C19H19N3O2S",
  "method": "ωB97M-V/def2-TZVPD",
  "orbital_gap_ev": 8.47,
  "e_homo_ev": -8.5,
  "total_energy_ev": -39414.3298,
  "smiles": "O=C(CCn1c(=S)[nH]c2ccccc2c1=O)NCCc1ccccc1",
  "de_lowest_kcal_mol": 0.0,
  "species": ["O", "C", "C", "C", "N", "C", "S", "N", "C", "C", "C", "C", "C", "C", "C", "O", "N", "C", "C", "C", "C", "C", "C", "C", "C", "H", "H", "H", "H", "H", "H", "H", "H", "H", "H", "H", "H", "H", "H", "H", "H", "H", "H", "H"],
  "coordinates": [[0.3469, 3.1130, 3.0558], [-0.3192, 2.4983, 2.2537], [-1.5596, 1.7062, 2.6404], [-1.2781, 0.2067, 2.7731], [-0.9583, -0.4458, 1.5086], [0.3116, -0.9100, 1.2837], [1.5848, -0.6560, 2.2947], [0.5190, -1.6386, 0.1536], [-0.4456, -1.9282, -0.7750], [-0.1838, -2.7343, -1.8817], [-1.1865, -2.9786, -2.7961], [-2.4553, -2.4323, -2.6258], [-2.7264, -1.6539, -1.5214], [-1.7260, -1.3996, -0.5838], [-2.0220, -0.6232, 0.6220], [-3.1137, -0.1615, 0.8777], [-0.0473, 2.4766, 0.9282], [1.1123, 3.1340, 0.3721], [2.2127, 2.1498, -0.0232], [1.8903, 1.2090, -1.1539], [2.7723, 0.1594, -1.4017], [2.5700, -0.7098, -2.4569], [1.4678, -0.5556, -3.2826], [0.5726, 0.4677, -3.0342], [0.7841, 1.3446, -1.9822], [-1.8884, 2.0646, 3.6160], [-2.3598, 1.8652, 1.9169], [-2.1767, -0.2794, 3.1640], [-0.4424, 0.0430, 3.4550], [1.4679, -1.9577, 0.0056], [0.7999, -3.1586, -2.0083], [-0.9838, -3.6028, -3.6532], [-3.2273, -2.6283, -3.3531], [-3.7046, -1.2321, -1.3496], [-0.6147, 1.9182, 0.3113], [1.4908, 3.7881, 1.1613], [0.8134, 3.7504, -0.4814], [3.0994, 2.7264, -0.3027], [2.4796, 1.5610, 0.8585], [3.6331, 0.0372, -0.7596], [3.2778, -1.5056, -2.6414], [1.3105, -1.2248, -4.1150], [-0.2940, 0.5924, -3.6671], [0.0811, 2.1506, -1.8350]],
  "nbo_charge": [-0.622, 0.685, -0.507, -0.220, -0.462, 0.295, -0.193, -0.584, 0.280, -0.262, -0.162, -0.244, -0.125, -0.230, 0.675, -0.589, -0.628, -0.228, -0.447, -0.017, -0.212, -0.225, -0.223, -0.220, -0.195, 0.244, 0.235, 0.226, 0.255, 0.438, 0.222, 0.220, 0.221, 0.240, 0.393, 0.248, 0.189, 0.222, 0.243, 0.219, 0.214, 0.215, 0.216, 0.199]
}